The following is a quantum chemistry calculation of a 2-piece molecular cluster, C6H12N2O overall, from the Open Molecules 2025 dataset.

```
21
Properties=species:S:1:pos:R:3
C -1.181 -2.734 -2.788
C 0.875 0.078 -2.153
C -0.883 -0.703 -1.152
C -0.533 -1.503 -2.305
N 0.031 0.261 -1.081
N 0.555 -0.987 -2.885
H -0.041 1.152 -0.596
H 1.814 0.571 -2.339
H -1.647 -0.892 -0.409
H -0.452 -3.548 -2.781
H -1.531 -2.547 -3.809
H -2.047 -2.968 -2.184
C 0.466 1.581 2.037
C 1.234 1.504 3.342
O -0.940 1.848 2.178
H 0.793 2.387 1.390
H 0.572 0.641 1.476
H 0.568 1.788 4.153
H -1.257 1.436 2.991
H 2.094 2.164 3.369
H 1.510 0.471 3.546
```

Results
HOMO level (spin up / spin down) ... -13.62 / -13.63 eV
Multiplicity ... 2
⟨S²⟩ ... 0.76
LUMO level (spin up / spin down) ... -3.92 / -7.78 eV
Charge ... +1
Energy relative to the best compared isomer or geometry (same formula, charge and spin) ... 25.3 kJ/mol

The following is a quantum chemistry calculation of one molecule with the formula C5H6N2O, from the Open Molecules 2025 dataset.

```
14
Properties=species:S:1:pos:R:3
C -2.253 0.028 -0.029
C 0.908 1.105 -0.353
C 2.085 0.761 0.245
C 2.117 -0.643 0.414
C 0.910 -1.103 -0.003
H -3.138 0.083 -0.614
H -1.435 -0.441 -1.775
H 0.478 2.039 -0.715
H 2.876 1.423 0.564
H 2.938 -1.233 0.793
H 0.506 -2.097 -0.040
N -1.174 -0.246 -0.815
N 0.173 -0.083 -0.506
O -2.227 0.205 1.174
```

Results
HOMO level ... -8.63 eV
LUMO level ... 0.72 eV
SMILES ... O=CNn1cccc1
Energy relative to the best compared isomer or geometry (same formula, charge and spin) ... 102.4 kJ/mol

The following is a quantum chemistry calculation of a 3-piece molecular cluster, C6H13NO4 overall, from the Open Molecules 2025 dataset.

```
24
Properties=species:S:1:pos:R:3
C 1.879 1.833 1.049
C 1.693 1.736 -0.390
C 2.458 0.795 -1.181
C -0.904 -0.565 -0.017
C -1.820 0.369 0.740
C -1.161 -0.679 -1.498
O 0.005 -1.179 0.544
O -3.499 -4.680 1.240
N -2.309 -4.589 1.515
O -1.594 -5.400 2.087
O 0.823 2.481 -1.043
H 1.914 0.811 1.466
H 2.865 2.291 1.244
H 1.111 2.401 1.590
H 2.417 -0.199 -0.708
H 2.116 0.737 -2.218
H 3.515 1.100 -1.162
H -1.969 1.306 0.188
H -2.807 -0.096 0.880
H -1.390 0.578 1.724
H -1.177 0.311 -1.968
H -0.373 -1.281 -1.952
H -2.128 -1.156 -1.691
H 0.335 3.075 -0.440
```

Results
HOMO level (spin up / spin down) ... -9.77 / -5.71 eV
LUMO level (spin up / spin down) ... -0.27 / -2.33 eV
Energy relative to the best compared isomer or geometry (same formula, charge and spin) ... 534.9 kJ/mol

The following is a quantum chemistry calculation of C15H43FNNbO3P as an isolated structure, from the Open Molecules 2025 dataset.

```
65
Properties=species:S:1:pos:R:3
C -2.726 -2.980 -2.233
C -1.973 -2.787 -3.691
C -0.429 -2.231 -3.583
C 0.693 -3.371 -3.230
Nb 0.833 -3.959 -1.035
C 2.623 -5.355 -1.492
C 3.169 -6.025 -0.064
F 4.358 -6.914 -0.309
P 2.538 -2.141 -0.468
N 2.066 -1.493 0.966
H -3.902 -3.058 -2.329
H -2.362 -3.990 -1.757
H -2.465 -2.099 -1.472
H -2.087 -3.743 -4.386
H -2.587 -1.932 -4.252
H -0.156 -1.823 -4.671
H -0.345 -1.272 -2.878
H 0.582 -4.369 -3.852
H 1.749 -2.910 -3.532
H 0.931 -4.558 0.680
H -0.487 -2.834 -0.511
H -0.370 -5.285 -1.369
H 2.382 -6.156 -2.310
H 3.469 -4.624 -1.900
H 2.327 -6.655 0.479
H 3.418 -5.131 0.672
H 3.878 -2.673 -0.345
H 2.529 -1.050 -1.417
H 2.838 -1.625 1.681
C 2.043 1.791 5.445
C 2.473 1.168 4.127
C 1.505 1.516 3.007
O 2.536 -0.249 4.272
H 1.057 1.422 5.750
H 2.742 1.522 6.244
H 2.000 2.882 5.370
H 3.478 1.516 3.866
H 0.500 1.138 3.226
H 1.820 1.051 2.067
H 1.445 2.599 2.859
H 1.647 -0.566 4.504
C -0.333 4.854 1.285
C 0.517 5.714 2.207
C 0.875 7.040 1.554
O 1.712 5.013 2.539
H 0.208 4.618 0.361
H -0.573 3.898 1.762
H -1.267 5.359 1.023
H -0.026 5.898 3.141
H 1.458 6.882 0.640
H 1.496 7.643 2.225
H -0.024 7.611 1.301
H 2.200 4.845 1.716
C -5.273 0.814 -1.642
C -3.785 1.072 -1.819
C -3.421 2.498 -1.439
O -3.424 0.838 -3.177
H -5.865 1.475 -2.285
H -5.523 -0.213 -1.930
H -5.580 0.970 -0.603
H -3.214 0.370 -1.202
H -3.947 3.219 -2.075
H -2.350 2.674 -1.583
H -3.673 2.705 -0.394
H -3.926 1.457 -3.733
```

Results
HOMO level ... -3.91 eV
LUMO level ... 2.06 eV
Charge ... -1

The following is a quantum chemistry calculation of C10H26HgNO7S3 as an isolated structure, from the Open Molecules 2025 dataset.

```
48
Properties=species:S:1:pos:R:3
Hg -27.840 -12.293 -28.484
O -26.243 -8.393 -25.271
C -26.620 -9.429 -26.145
O -27.260 -9.269 -27.175
O -26.379 -10.581 -25.851
H -25.978 -9.051 -24.623
C -23.958 -13.346 -22.029
S -24.962 -14.877 -22.179
O -25.041 -15.590 -20.800
C -26.607 -14.120 -22.413
H -24.003 -12.511 -22.728
H -22.905 -13.595 -22.158
H -23.962 -12.921 -21.026
H -27.206 -14.879 -22.916
H -26.582 -13.196 -22.990
H -27.110 -13.800 -21.501
C -29.302 -8.020 -33.392
S -28.677 -6.388 -32.726
O -29.849 -5.733 -32.020
C -27.351 -6.825 -31.491
H -29.160 -8.727 -32.574
H -28.589 -8.325 -34.158
H -30.344 -7.983 -33.708
H -26.630 -6.079 -31.828
H -27.059 -7.870 -31.591
H -27.793 -6.661 -30.509
C -33.225 -9.167 -30.088
S -32.714 -10.652 -29.016
O -31.197 -10.793 -28.940
C -33.270 -9.957 -27.334
H -34.209 -9.365 -30.513
H -32.442 -9.090 -30.842
H -33.079 -8.258 -29.504
H -32.936 -8.948 -27.090
H -32.944 -10.779 -26.697
H -34.357 -9.964 -27.400
C -21.372 -7.525 -22.938
O -22.185 -7.245 -22.087
N -21.191 -6.873 -24.132
C -22.034 -5.843 -24.516
C -20.178 -7.299 -25.103
H -20.540 -8.228 -22.777
H -22.716 -6.287 -25.241
H -21.475 -4.978 -24.872
H -22.670 -5.493 -23.703
H -19.455 -8.012 -24.707
H -20.643 -7.779 -25.964
H -19.607 -6.452 -25.485
```

Results
HOMO level ... -10.97 eV
LUMO level ... -9.28 eV
Charge ... +1
Energy relative to the best compared isomer or geometry (same formula, charge and spin) ... 612.6 kJ/mol

The following is a quantum chemistry calculation of one molecule with the formula C4H5N, from the Open Molecules 2025 dataset.

```
10
Properties=species:S:1:pos:R:3
N 0.573 1.261 -0.404
C 1.191 0.171 -0.029
C 0.401 -0.957 0.258
C -0.947 -0.651 0.241
C -1.464 0.583 0.008
H 1.218 2.066 -0.424
H 2.281 0.123 0.104
H 0.806 -1.929 0.487
H -1.796 -1.284 0.518
H -2.264 0.617 -0.760
```

Results
HOMO level ... -8.02 eV
LUMO level ... 0.45 eV
Energy relative to the best compared isomer or geometry (same formula, charge and spin) ... 365.7 kJ/mol

The following is a quantum chemistry calculation of a 2-piece molecular cluster, C5H11O3 overall, from the Open Molecules 2025 dataset.

```
19
Properties=species:S:1:pos:R:3
H 0.468 -2.761 -2.647
O -2.000 -1.466 0.377
C -1.907 -1.371 -0.829
C -0.985 -0.442 -1.558
O -0.238 0.403 -0.745
C 0.961 -0.174 -0.266
C 1.659 0.770 0.693
O 1.136 0.784 1.999
C -0.088 1.462 2.158
H -2.582 -1.948 -1.500
H -1.603 0.172 -2.235
H 1.635 -0.377 -1.118
H 0.756 -1.135 0.235
H 2.704 0.443 0.785
H 1.660 1.789 0.266
H -0.276 1.546 3.236
H -0.038 2.475 1.721
H -0.921 0.918 1.687
H -0.340 -1.089 -2.260
```

Results
HOMO level ... -1.47 eV
LUMO level ... 3.53 eV
Charge ... -1
Energy relative to the best compared isomer or geometry (same formula, charge and spin) ... 516.4 kJ/mol

The following is a quantum chemistry calculation of one molecule with the formula C7H9NO, from the Open Molecules 2025 dataset.

```
18
Properties=species:S:1:pos:R:3
C 0.220 -0.447 1.355
C 1.018 0.712 -0.455
C -0.105 1.683 -0.307
C -1.387 1.231 -0.181
C -0.888 -0.990 0.424
C -0.385 -1.285 -0.950
C 0.418 -0.506 -1.442
H -0.114 0.072 2.252
H 0.680 -1.389 1.745
H 2.246 -0.579 0.410
H 1.972 1.145 -0.914
H 0.193 2.849 0.037
H -2.225 1.922 0.064
H -1.521 -1.718 0.845
H -0.828 -2.166 -1.521
H 1.084 -0.694 -2.293
N 1.480 0.101 0.782
O -1.858 0.058 0.151
```

Results
HOMO level ... -8.28 eV
LUMO level ... 0.82 eV
SMILES ... C1=C[C@@H]2C=C[C@@H](CN2)O1
Energy relative to the best compared isomer or geometry (same formula, charge and spin) ... 446.7 kJ/mol

The following is a quantum chemistry calculation of a 4-piece molecular cluster, H6IO3 overall, from the Open Molecules 2025 dataset.

```
10
Properties=species:S:1:pos:R:3
I -1.630 0.296 0.526
O 1.571 -0.886 1.380
H 2.033 -0.077 1.036
H 0.677 -0.635 1.382
O -2.420 -1.403 -2.409
H -2.523 -1.333 -1.480
H -1.763 -2.130 -2.557
O 1.594 2.107 0.458
H 1.787 2.100 1.366
H 0.675 1.958 0.297
```

Results
HOMO level ... -4.15 eV
LUMO level ... 3.57 eV
Charge ... -1
Energy relative to the best compared isomer or geometry (same formula, charge and spin) ... 38.9 kJ/mol

The following is a quantum chemistry calculation of a 3-piece molecular cluster, C49H51IN3O8 overall, from the Open Molecules 2025 dataset.

```
112
Properties=species:S:1:pos:R:3
C -1.754 0.251 1.862
C -0.664 0.104 1.398
C 0.542 -0.147 0.622
N 0.889 -1.577 0.741
C 1.702 -2.225 -0.040
N 1.886 -3.607 0.174
C 0.796 -4.323 -0.489
C 0.937 -5.559 -1.009
C 2.098 -3.888 1.624
C 0.843 -4.508 2.238
O -0.126 -3.833 2.431
I 0.770 -6.593 2.777
N 2.325 -1.607 -1.094
C 3.408 -0.637 -0.685
C 3.138 0.860 -0.979
C 2.193 1.163 -2.151
C 1.206 2.327 -1.828
C -0.268 1.973 -2.064
O -0.819 2.762 -3.117
C -2.188 2.729 -3.158
C -2.883 1.446 -3.536
O -2.824 3.719 -2.937
O 2.934 -2.630 -1.859
C 2.996 -2.246 -3.255
C 2.136 -3.217 -4.108
C 3.016 -4.023 -5.070
C 1.078 -2.402 -4.893
C 0.074 -1.736 -3.924
C 1.719 -1.432 -5.885
H -2.649 0.529 2.373
H 0.453 0.099 -0.434
H 1.354 0.434 1.058
H 0.403 -2.066 1.493
H -0.152 -3.790 -0.549
H 0.689 -5.776 -2.043
H 1.346 -6.374 -0.416
H 2.926 -4.583 1.752
H 2.281 -2.993 2.216
H 4.359 -0.945 -1.103
H 3.535 -0.733 0.398
H 4.107 1.292 -1.232
H 2.842 1.380 -0.072
H 2.740 1.484 -3.036
H 1.575 0.321 -2.457
H 1.408 3.184 -2.467
H 1.312 2.632 -0.788
H -0.836 2.151 -1.143
H -0.412 0.908 -2.293
H -2.253 0.565 -3.409
H -3.166 1.488 -4.588
H -3.786 1.327 -2.947
H 2.722 -1.208 -3.411
H 4.038 -2.379 -3.546
H 1.628 -3.876 -3.404
H 3.473 -4.892 -4.600
H 2.395 -4.385 -5.892
H 3.786 -3.388 -5.507
H 0.511 -3.128 -5.479
H -0.164 -0.727 -4.262
H -0.829 -2.344 -3.886
H 0.449 -1.651 -2.901
H 0.996 -0.734 -6.305
H 2.551 -0.857 -5.476
H 2.121 -2.002 -6.724
C 6.923 5.698 1.807
C 6.928 6.778 2.683
C 5.756 7.470 2.940
C 4.576 7.091 2.315
C 4.575 6.020 1.418
C 5.751 5.320 1.176
C 3.331 5.627 0.703
O 3.324 4.690 -0.074
C 2.093 6.413 0.953
C 0.934 6.099 0.251
C -0.230 6.812 0.481
C -0.244 7.837 1.421
C 0.908 8.158 2.119
C 2.081 7.455 1.882
C 3.320 7.836 2.617
O 3.310 8.730 3.434
H 7.839 5.155 1.614
H 7.848 7.080 3.166
H 5.755 8.307 3.624
H 5.746 4.484 0.490
H 0.947 5.300 -0.478
H -1.128 6.569 -0.071
H -1.156 8.390 1.604
H 0.900 8.958 2.846
C -8.545 -0.643 3.967
C -9.379 -1.747 4.114
C -8.866 -3.027 3.991
C -7.518 -3.210 3.709
C -6.685 -2.101 3.540
C -7.203 -0.819 3.680
C -5.249 -2.272 3.193
O -4.518 -1.311 3.047
C -4.728 -3.657 3.017
C -3.406 -3.839 2.640
C -2.897 -5.115 2.483
C -3.706 -6.223 2.711
C -5.030 -6.049 3.083
C -5.547 -4.767 3.229
C -6.981 -4.595 3.598
O -7.690 -5.558 3.795
H -8.947 0.356 4.073
H -10.430 -1.607 4.327
H -9.510 -3.887 4.109
H -6.554 0.038 3.561
H -2.775 -2.977 2.467
H -1.867 -5.242 2.187
H -3.305 -7.222 2.595
H -5.666 -6.906 3.258
```

Results
HOMO level ... -11.33 eV
LUMO level ... -3.79 eV
Charge ... +1

The following is a quantum chemistry calculation of one molecule with the formula C6H10N2O, from the Open Molecules 2025 dataset.

```
19
Properties=species:S:1:pos:R:3
C -1.030 1.970 -1.877
C -1.420 1.156 -0.739
C 0.210 -0.551 1.599
C 0.770 -0.904 0.213
C 1.143 -1.323 -0.847
C 1.660 -1.778 -2.170
H -1.191 3.084 -1.533
H 0.262 1.884 -1.957
H -1.606 1.426 -2.758
H -0.865 0.029 -1.004
H -2.608 1.180 -0.579
H -1.057 0.866 2.219
H -0.075 -0.828 3.696
H 2.658 -2.027 -1.949
H 1.064 -2.710 -2.424
H 1.894 -1.134 -3.124
N -0.770 0.334 1.315
N 0.556 -1.067 2.854
O -0.622 1.493 0.394
```

Results
HOMO level ... -9.20 eV
LUMO level ... 0.59 eV
SMILES ... [H]/N=C(/C#CC)NOCC
Energy relative to the best compared isomer or geometry (same formula, charge and spin) ... 759.1 kJ/mol

The following is a quantum chemistry calculation of one molecule with the formula C3H8N2OS, from the Open Molecules 2025 dataset.

```
15
Properties=species:S:1:pos:R:3
C 0.215 -0.590 -0.351
C 0.823 -1.765 0.468
S 0.404 -3.260 -0.559
N 0.256 0.607 0.469
C -0.628 1.746 0.608
N -0.731 2.522 -0.464
O -1.062 1.893 1.678
H -0.872 -0.889 -0.270
H 0.471 -0.525 -1.488
H 1.933 -1.746 0.678
H 0.263 -1.928 1.428
H -0.461 -2.654 -1.384
H 1.105 1.075 0.875
H -1.546 3.164 -0.406
H -0.169 2.350 -1.280
```

Results
HOMO level ... -8.91 eV
LUMO level ... 0.65 eV
SMILES ... NC(=O)NCCS
Energy relative to the best compared isomer or geometry (same formula, charge and spin) ... 183.0 kJ/mol

The following is a quantum chemistry calculation of C17H31OSc as an isolated structure, from the Open Molecules 2025 dataset.

```
50
Properties=species:S:1:pos:R:3
C 1.529 2.029 -0.995
H 2.367 2.237 -0.221
H 1.995 1.385 -1.860
H 1.823 -0.399 0.684
C 0.333 2.887 -0.980
H -0.635 2.338 -1.201
H 0.256 3.272 0.055
C 0.465 4.107 -1.925
H -0.413 4.755 -1.847
H 1.301 4.774 -1.677
H 0.547 3.845 -2.983
C -0.961 -1.945 -0.371
C -1.562 -1.027 -1.283
C -0.608 -0.749 -2.319
C 0.589 -1.486 -2.039
C 0.394 -2.184 -0.789
C 1.467 -2.733 0.086
C 1.834 -1.320 -2.828
C -0.891 -0.051 -3.593
C -3.010 -0.749 -1.376
C -1.624 -2.430 0.865
Sc 0.563 0.364 -0.290
H 2.737 -1.514 -2.252
H 1.890 -1.982 -3.698
H 1.895 -0.306 -3.235
H 2.422 -2.293 -0.189
H 1.286 -2.365 1.099
H 1.637 -3.821 0.168
H -2.447 -1.758 1.123
H -2.057 -3.440 0.822
H -0.922 -2.448 1.700
H -3.225 0.031 -2.095
H -3.566 -1.616 -1.733
H -3.457 -0.484 -0.425
H -0.156 0.713 -3.838
H -0.878 -0.756 -4.425
H -1.880 0.398 -3.621
C -0.541 1.863 3.929
C 0.490 0.729 4.108
C 0.758 0.141 2.709
O -0.198 0.793 1.754
C -1.074 1.745 2.495
H -1.344 1.793 4.677
H -0.056 2.831 4.110
H 0.112 -0.065 4.769
H 1.429 1.075 4.550
H 1.778 0.336 2.320
H 0.510 -0.932 2.674
H -2.070 1.279 2.505
H -1.044 2.696 1.941
```

Results
HOMO level (spin up / spin down) ... -15.09 / -15.09 eV
LUMO level (spin up / spin down) ... -10.58 / -10.61 eV
Charge ... +2

Number 1: largest force on an atom 1.64 eV Å⁻¹. Number 2: largest force on an atom 3.05 eV Å⁻¹. Number 3: largest force on an atom 3.37 eV Å⁻¹. Number 4: largest force on an atom 2.72 eV Å⁻¹. Number 5: largest force on an atom 3.54 eV Å⁻¹. Number 6: largest force on an atom 1.56 eV Å⁻¹. Number 7: largest force on an atom 1.45 eV Å⁻¹. Number 8: largest force on an atom 10.58 eV Å⁻¹. Number 9: largest force on an atom 3.32 eV Å⁻¹. Number 10: largest force on an atom 2.18 eV Å⁻¹. Number 11: largest force on an atom 6.20 eV Å⁻¹. Number 12: largest force on an atom 4.61 eV Å⁻¹. Number 13: largest force on an atom 3.76 eV Å⁻¹.